The following is a DFT calculation (ωB97M-V/def2-TZVPD) of a 2-piece molecular cluster, C14H10F3N2O4S3 overall.

Its gap between HOMO and LUMO is 8.7 eV. The HOMO energy is -0.214 Ha. The charge is -1. The lowest unoccupied orbital energy comes out at 2.845 eV.

CARTESIAN COORDINATES (ANGSTROEM)
C -0.52 -0.88 1.20
N -0.41 -1.24 2.31
F -0.04 -3.14 -1.34
C -0.97 -2.16 -1.06
F -1.55 -1.65 -2.20
F -1.96 -2.62 -0.25
S -0.03 -0.83 -0.43
N 0.32 1.38 0.71
S -0.17 2.41 -0.45
C -1.77 1.72 -0.95
C -2.43 2.40 -1.98
C -3.68 1.96 -2.43
C -4.35 0.96 -1.70
C -3.71 0.30 -0.66
C -2.40 0.65 -0.34
O -0.40 3.65 0.23
O 0.61 2.40 -1.66
S 1.74 1.55 1.48
C 2.55 -0.06 1.39
C 2.32 -1.09 2.31
C 2.71 -2.39 2.02
C 3.54 -2.68 0.92
C 4.02 -1.61 0.16
C 3.54 -0.31 0.43
O 2.63 2.39 0.71
O 1.50 1.74 2.88
H -1.91 3.19 -2.50
H -4.17 2.52 -3.24
H -5.38 0.74 -1.97
H -4.26 -0.43 -0.05
H -2.05 0.19 0.58
H 1.79 -0.90 3.24
H 2.40 -3.19 2.71
H 3.81 -3.71 0.69
H 4.76 -1.79 -0.63
H 3.94 0.52 -0.13

Atomic partial charges in e from the Löwdin method, atoms 1 to 8: C -0.56; N 0.16; F 0.05; C -0.80; F 0.05; F 0.09; S 1.12; N -0.42

The following is a DFT calculation (ωB97M-V/def2-TZVPD) of C14H10F5InNO as an isolated structure.

Its gap between HOMO and LUMO (alpha / beta) is 5.6 / 5.6 eV. The HOMO energy (alpha / beta) is -0.120 / -0.120 Ha. The charge is -1. The lowest unoccupied orbital energy (alpha / beta) comes out at 2.343 / 2.342 eV.

CARTESIAN COORDINATES (ANGSTROEM)
C 0.99 -1.51 -2.88
C -0.41 -1.45 -3.15
C -1.09 -2.13 -2.09
C -0.11 -2.59 -1.17
C 1.18 -2.22 -1.65
In 0.04 0.47 -0.57
C -1.67 1.65 -1.99
C -0.48 1.95 -2.57
C 0.49 2.47 -3.29
N 1.92 0.95 -0.95
H -2.16 -2.34 -2.05
H -0.86 -1.05 -4.05
H -0.30 -3.22 -0.29
H 2.13 -2.50 -1.22
H 1.78 -1.18 -3.55
H -2.41 1.02 -2.49
H 2.57 1.54 -0.43
H -2.06 2.20 -1.11
H 0.31 3.27 -4.02
H 1.55 2.16 -3.17
F -0.20 1.25 6.07
C -0.13 0.74 4.83
C -0.22 1.60 3.73
F -0.34 2.94 3.91
C -0.19 1.06 2.48
F -0.30 1.94 1.39
C -0.10 -0.33 2.26
O -0.22 -0.87 1.08
C 0.04 -1.17 3.39
F 0.17 -2.50 3.15
C 0.00 -0.65 4.66
F 0.06 -1.47 5.74

Atomic partial charges in e from the Löwdin method, atoms 1 to 8: C -0.21; C -0.24; C -0.22; C -0.22; C -0.21; In 0.88; C -0.08; C -0.24

The following is a DFT calculation (ωB97M-V/def2-TZVPD) of C14H10F5NPtS as an isolated structure.

As for the multiplicity: 5. Its gap between HOMO and LUMO (alpha / beta) is 6.8 / 5.3 eV. The HOMO energy (alpha / beta) is -0.241 / -0.248 Ha. The charge is 0. The lowest unoccupied orbital energy (alpha / beta) comes out at 0.267 / -1.448 eV.

CARTESIAN COORDINATES (ANGSTROEM)
C 0.90 -1.28 -3.05
C -0.50 -1.20 -3.30
C -1.18 -1.90 -2.26
C -0.20 -2.39 -1.35
C 1.09 -2.00 -1.84
Pt 0.00 0.00 -1.24
C -1.57 1.65 -2.16
C -0.43 2.04 -2.73
C 0.53 2.57 -3.47
N 1.34 1.01 -0.93
H -2.26 -2.02 -2.17
H -0.96 -0.70 -4.15
H -0.39 -2.95 -0.44
H 2.05 -2.21 -1.35
H 1.69 -0.82 -3.65
H -2.24 0.95 -2.66
H 2.21 1.56 -0.91
H -1.92 2.09 -1.22
H 0.27 3.37 -4.18
H 1.57 2.24 -3.40
F 0.00 0.08 6.62
C 0.00 0.03 5.29
C -0.11 1.18 4.54
F -0.22 2.36 5.16
C -0.11 1.14 3.22
F -0.23 2.27 2.53
C 0.00 0.00 2.57
S 0.00 0.00 0.76
C 0.12 -1.20 3.25
F 0.23 -2.35 2.58
C 0.11 -1.19 4.63
F 0.22 -2.32 5.32

Atomic partial charges in e from the Löwdin method, atoms 1 to 8: C -0.20; C -0.20; C -0.19; C -0.21; C -0.20; Pt 0.99; C -0.10; C -0.25

The following is a DFT calculation (ωB97M-V/def2-TZVPD) of C14H10F6N6O5S2Sc as an isolated structure.

Its gap between HOMO and LUMO is 7.5 eV. The HOMO energy is -0.421 Ha. The charge is +1. The lowest unoccupied orbital energy comes out at -3.918 eV.

CARTESIAN COORDINATES (ANGSTROEM)
Sc -0.25 0.06 -0.60
C 0.32 -0.74 3.72
C 0.58 0.08 2.51
O 0.11 -0.28 1.39
N 1.29 1.19 2.59
C 1.48 2.09 1.45
C 2.43 1.57 0.40
C 3.75 1.96 0.41
C 4.62 1.50 -0.56
C 4.14 0.63 -1.53
C 2.81 0.28 -1.48
N 1.95 0.73 -0.55
H -0.75 -0.69 3.92
H 0.87 -0.38 4.59
H 0.57 -1.78 3.52
H 1.63 1.47 3.49
H 1.86 3.03 1.85
H 0.50 2.32 1.02
H 4.10 2.65 1.18
H 5.66 1.81 -0.57
H 4.76 0.25 -2.33
H 2.41 -0.40 -2.22
F -4.57 -0.60 -1.25
C -4.47 -1.51 -0.30
F -4.36 -2.72 -0.82
F -5.53 -1.45 0.49
S -2.96 -1.17 0.70
O -1.89 -1.17 -0.35
O -2.83 -2.14 1.71
N -3.22 0.28 1.24
S -2.47 1.61 1.01
O -1.85 2.16 2.17
O -1.57 1.56 -0.19
C -3.81 2.77 0.46
F -4.36 2.29 -0.64
F -4.70 2.86 1.42
F -3.25 3.94 0.22
N -0.07 -0.12 -2.64
C 0.30 -0.28 -3.75
C 0.87 -0.42 -4.97
C 2.29 -0.27 -4.94
N 3.42 -0.13 -4.77
C 0.12 -0.72 -6.13
N -0.51 -0.96 -7.07

Atomic partial charges in e from the Löwdin method, atoms 1 to 8: Sc 1.15; C 0.06; C -0.44; O -0.08; N 0.14; C -0.07; C -0.23; C 0.01

The following is a DFT calculation (ωB97M-V/def2-TZVPD) of C14H11AuCl4NO3 as an isolated structure.

Its gap between HOMO and LUMO is 6.5 eV. The HOMO energy is -0.441 Ha. The charge is +1. The lowest unoccupied orbital energy comes out at -5.500 eV.

CARTESIAN COORDINATES (ANGSTROEM)
Au 0.52 1.62 -0.03
Cl 5.21 -2.66 3.39
C 3.98 -1.58 2.95
C 2.98 -1.20 4.01
Cl 3.19 -1.87 5.55
C 1.97 -0.35 3.77
Cl 0.82 0.10 4.95
C 1.83 0.25 2.45
O 0.97 1.06 2.17
C 2.83 -0.17 1.34
O 2.66 0.26 0.23
C 3.91 -1.09 1.70
Cl 5.01 -1.50 0.47
O -0.06 2.89 -1.83
C -1.33 2.55 -2.42
C -1.29 1.31 -3.30
C -0.75 0.04 -2.64
C -1.56 -0.43 -1.46
C -2.57 -1.37 -1.61
C -3.31 -1.77 -0.50
C -3.02 -1.21 0.73
C -2.01 -0.27 0.80
N -1.29 0.11 -0.26
H 0.62 2.96 -2.52
H -1.67 3.41 -3.01
H -2.01 2.43 -1.58
H -0.70 1.52 -4.19
H -2.31 1.13 -3.64
H 0.28 0.19 -2.31
H -0.72 -0.75 -3.39
H -2.77 -1.79 -2.59
H -4.09 -2.51 -0.61
H -3.57 -1.48 1.62
H -1.76 0.21 1.74

Atomic partial charges in e from the Löwdin method, atoms 1 to 8: Au 0.81; Cl 0.78; C -0.67; C -0.66; Cl 0.79; C -0.63; Cl 0.79; C -0.30

The following is a DFT calculation (ωB97M-V/def2-TZVPD) of C14H11AuN4O7 as an isolated structure.

Its gap between HOMO and LUMO is 6.3 eV. The HOMO energy is -0.073 Ha. The charge is -2. The lowest unoccupied orbital energy comes out at 4.283 eV.

CARTESIAN COORDINATES (ANGSTROEM)
Au -1.16 -0.02 0.19
N -3.59 -0.18 0.60
C -4.08 -1.05 -0.45
C -3.40 -0.74 -1.83
O -4.10 -0.93 -2.83
O -2.20 -0.38 -1.82
H -3.82 -0.50 1.53
H -3.92 0.77 0.49
H -5.17 -1.02 -0.59
H -3.80 -2.08 -0.19
N -0.84 4.01 -1.44
C -1.15 3.24 -0.31
O -0.45 2.23 -0.10
C -2.17 3.78 0.52
C -2.83 4.93 0.12
N -3.37 5.89 -0.25
C -2.59 3.24 1.73
N -3.03 2.89 2.74
H -1.57 4.62 -1.77
H -0.34 3.51 -2.15
O 1.43 -0.15 3.37
C 1.08 -0.62 2.28
O -0.09 -0.86 1.90
C 2.22 -1.12 1.36
C 3.46 -1.32 1.95
C 4.52 -1.92 1.27
C 4.27 -2.32 -0.02
O 5.12 -2.96 -0.91
C 4.33 -3.21 -2.05
O 3.08 -2.59 -1.92
C 3.03 -2.10 -0.62
C 1.99 -1.50 0.04
H 3.59 -1.00 2.98
H 5.48 -2.09 1.73
H 4.19 -4.30 -2.16
H 4.85 -2.83 -2.94
H 1.03 -1.32 -0.43

Atomic partial charges in e from the Löwdin method, atoms 1 to 8: Au 0.76; N -0.05; C -0.22; C -0.73; O -0.06; O -0.13; H 0.07; H 0.07

The following is a DFT calculation (ωB97M-V/def2-TZVPD) of C14H11AuN5Se4 as an isolated structure.

Its gap between HOMO and LUMO (alpha / beta) is 4.9 / 4.9 eV. The HOMO energy (alpha / beta) is -0.398 / -0.398 Ha. The charge is +1. The lowest unoccupied orbital energy (alpha / beta) comes out at -5.874 / -5.873 eV.

CARTESIAN COORDINATES (ANGSTROEM)
Au 1.24 1.71 0.00
N 1.75 -2.58 2.21
C 1.90 -1.33 1.74
N 1.06 -0.72 0.97
C -0.08 -1.38 0.56
N -0.97 -0.84 -0.22
N -0.68 0.45 -0.61
C -1.54 0.98 -1.37
C -1.34 2.36 -1.86
C -2.28 2.95 -2.69
C -2.06 4.24 -3.14
C -0.91 4.90 -2.73
C -0.03 4.24 -1.90
N -0.23 3.00 -1.47
C -0.31 -2.75 1.03
C -1.45 -3.49 0.67
C -1.61 -4.77 1.14
C -0.65 -5.34 1.97
C 0.47 -4.63 2.34
C 0.63 -3.34 1.86
H 2.45 -2.97 2.81
H 2.79 -0.81 2.06
H -2.43 0.44 -1.68
H -3.16 2.39 -2.98
H -2.78 4.73 -3.79
H -0.70 5.91 -3.05
H 0.88 4.72 -1.56
H -2.18 -3.03 0.02
H -2.49 -5.34 0.86
H -0.79 -6.35 2.34
H 1.22 -5.07 2.99
Se 1.93 2.88 2.23
Se 3.74 4.05 1.90
Se 4.85 3.25 0.09
Se 3.74 1.56 -0.74

Atomic partial charges in e from the Löwdin method, atoms 1 to 8: Au 0.28; N 0.13; C -0.15; N 0.07; C -0.28; N 0.07; N -0.07; C -0.07

The following is a DFT calculation (ωB97M-V/def2-TZVPD) of C14H11Cl2N2OsS6Se as an isolated structure.

As for the multiplicity: 5. Its gap between HOMO and LUMO (alpha / beta) is 6.9 / 5.1 eV. The HOMO energy (alpha / beta) is -0.378 / -0.410 Ha. The charge is +1. The lowest unoccupied orbital energy (alpha / beta) comes out at -3.442 / -6.019 eV.

CARTESIAN COORDINATES (ANGSTROEM)
Os 0.51 -0.71 -0.63
S 5.58 -0.28 4.47
C 4.45 -0.34 3.32
S 4.73 0.13 1.67
C 3.14 -0.16 1.09
C 2.22 -0.66 2.04
S 0.59 -1.02 1.68
S 2.83 -0.90 3.61
S 2.74 0.19 -0.52
Cl 0.51 -0.77 -2.96
C -0.70 -1.95 -3.45
C -0.88 -2.17 -4.80
C -1.78 -3.14 -5.19
C -2.46 -3.88 -4.23
C -2.27 -3.62 -2.88
Cl -3.14 -4.55 -1.72
C -1.39 -2.62 -2.45
S -1.21 -2.23 -0.74
H -0.32 -1.59 -5.54
H -1.94 -3.34 -6.24
H -3.14 -4.67 -4.52
C -2.56 1.03 2.17
N -1.34 1.85 2.16
C -0.75 2.43 3.27
C 0.33 3.11 2.83
N 0.38 2.93 1.45
C 1.37 3.54 0.55
C -0.63 2.15 1.06
Se -1.03 1.59 -0.68
H -2.88 0.91 3.20
H -2.36 0.06 1.73
H -3.34 1.52 1.59
H -1.15 2.32 4.26
H 1.04 3.72 3.36
H 2.07 4.12 1.16
H 0.87 4.20 -0.15
H 1.90 2.77 0.01

Atomic partial charges in e from the Löwdin method, atoms 1 to 8: Os 0.42; S 0.72; C -1.46; S 0.98; C -1.12; C -1.09; S 0.54; S 0.98

The energy above the lowest of the compared OMol25 structures with the same formula, charge and spin results, record by record, are as follows: 0.0; 0.4; 251.2; 11.0; 60.4; 56.0; 0.0; 0.0 kJ/mol.
The calculated total energy results, record by record, are as follows: -2444.10230; -1358.71374; -1610.58594; -3400.43593; -2796.74854; -1421.57236; -10555.08577; -6451.00986 Eh.